DFT (the ωB97M-V functional and the def2-TZVPD basis) results for a molecular structure, C5H8NaO3 at a distorted geometry.

The geometry in XYZ format:
```
17
Properties=species:S:1:pos:R:3:mulliken_charge:R:1
O -0.1872 0.8888 -1.8952 -0.149
O 0.7836 -0.6217 -0.6383 -0.253
O -1.2508 0.0854 -0.0265 -0.579
C -1.1966 1.6039 -2.3328 -0.145
C 0.6472 -1.8463 0.2059 -0.098
C 1.2557 -1.8731 1.3913 -0.849
C -0.2979 0.0932 -0.7575 0.818
H -2.0062 1.5327 -1.5675 0.180
H 0.1752 -2.6992 -0.2825 0.394
H 1.1372 -2.8214 1.9248 0.324
H 1.1479 0.4556 2.2759 0.043
H 1.8541 -1.1999 2.0016 0.470
Na -1.3865 -0.5961 2.1413 0.938
C 0.6436 1.2704 2.9756 -1.157
H -0.2429 1.9010 2.8265 0.350
H 1.5235 1.8196 3.3270 0.315
H 0.3634 0.6622 3.8497 0.398
```

Output
highest occupied orbital energy	-12.331	eV
LUMO level	-4.310	eV
net charge	+1
F_max	3.07	eV Å⁻¹
gap between HOMO and LUMO	8.021	eV
spin multiplicity	1
calculated total energy	-15863.4245	eV